ORCA calculation (ωB97M-V with the def2-TZVPD basis set) on a gas-phase ion, C7H9N2O2 (charge -1) at a distorted geometry.

```
20
Properties=species:S:1:pos:R:3:forces:R:3
C 2.799 0.763 0.501 -2.229 0.214 0.402
C -1.025 -0.926 0.679 3.461 -0.831 -2.359
C 0.448 0.834 -0.479 -1.134 -1.865 -0.675
C -0.924 0.063 -0.526 -0.741 -0.549 0.776
C 0.197 -1.964 0.426 -1.687 2.853 -0.477
C 1.529 -0.022 0.055 1.292 0.061 -0.300
C -2.136 1.002 -0.521 -0.052 0.542 0.281
N 0.779 -1.989 -0.812 -0.823 -0.526 -1.021
N 1.493 -1.330 0.309 2.816 0.701 1.099
O 2.443 1.393 1.541 0.812 -0.353 -0.373
O 3.784 0.760 -0.217 0.767 0.026 -0.036
H -0.914 -0.424 1.616 -0.332 0.068 0.822
H -1.791 -1.620 0.537 -2.208 -0.399 0.328
H 0.666 1.233 -1.470 0.217 -0.025 -0.050
H 0.546 1.644 0.222 -0.758 0.689 0.366
H -1.005 -0.607 -1.404 0.549 0.737 0.296
H 0.369 -2.711 1.132 -0.265 -1.558 1.210
H -2.554 1.137 0.503 0.040 -0.170 -0.746
H -2.924 0.795 -1.266 0.155 -0.464 0.542
H -1.780 1.968 -0.826 0.120 0.850 -0.085
```
Forces are in eV/Å.

## Properties
**Total charge**: -1
**HOMO level (alpha / beta)**: -3.571 / -3.568 eV
**Orbital gap (alpha / beta)**: 7.1 / 7.1 eV
**F_max**: 4.3 eV Å⁻¹